18
Properties=species:S:1:pos:R:3:lowdin_charge:R:1 method="wB97M-V/def2-TZVPD" de_lowest_ev=2.5996 charge=0 e_tot_ev=-11950.71903 e_lumo_ev=-0.38 spin_multiplicity=1
H -0.40733 1.31749 2.30891 0.08
C 1.49694 0.40155 -0.28132 -0.35
C -1.06115 1.16784 1.45445 0.10
O 2.10148 1.21197 0.36704 0.16
O 1.21017 -1.06578 0.29973 0.03
N -0.19285 -1.65350 2.01287 0.17
H 0.57206 -2.30318 2.21424 0.06
C 0.14540 -0.90563 1.03387 -0.51
H -2.10093 -1.12163 -0.48090 0.09
H -2.58467 0.56863 -0.62626 0.08
H 1.18239 -0.76146 -2.07525 0.09
H -1.24706 -0.03459 -1.57046 0.07
H 1.09160 0.98648 -2.28345 0.10
C 1.61944 0.18568 -1.76031 0.01
C -0.76989 0.24205 0.51825 -0.31
H 2.68067 0.17977 -2.01424 0.10
H -2.01438 1.68661 1.47242 0.07
C -1.72188 -0.10230 -0.58961 -0.05